ORCA calculation (ωB97M-V/def2-TZVPD) on the ion C11H14N with charge +1 in a non-equilibrium geometry.

XYZ file:
```
26
Properties=species:S:1:pos:R:3
C 1.03569 1.25454 1.40374
C 1.47651 0.39214 0.25959
C 1.67860 2.42211 0.88446
C -0.39416 0.95972 1.80340
C 1.18550 1.77131 -0.41666
C -2.06030 -1.88459 -0.34807
C -1.03422 -1.61345 -1.50902
C 0.46465 -0.72462 0.20999
C -2.10762 -0.68573 0.57132
C 0.40422 -1.36911 -1.20821
C -0.94617 -0.12278 0.91973
N 1.17721 -1.57257 -2.16277
H 1.16234 3.40080 1.06483
H 2.67749 2.43164 0.91024
H -0.26167 0.66536 2.90533
H -1.10435 1.86726 1.69264
H 1.75331 2.00001 -1.25837
H 0.09781 1.83244 -0.71795
H -3.03925 -2.02995 -0.62584
H -1.74490 -2.82621 0.01130
H -1.33766 -2.34486 -2.25625
H -1.31106 -0.68516 -2.11290
H 0.61564 -1.55121 0.83287
H -2.94173 -0.35117 1.03890
H 2.13291 -1.32880 -2.00076
H 2.42124 0.09290 0.10846
```

* charge: +1
* 2S+1: 1
* frontier orbital gap: 0.2629 hartree

Charges in e, computed with Löwdin, in the same order as the atoms:
1 C 0.0237
2 C -0.1377
3 C -0.0291
4 C -0.0479
5 C -0.0064
6 C -0.1266
7 C -0.1297
8 C -0.0911
9 C -0.0040
10 C -0.3439
11 C -0.1227
12 N 0.1834
13 H 0.1629
14 H 0.1048
15 H 0.1848
16 H 0.1808
17 H 0.1352
18 H 0.1732
19 H 0.0874
20 H 0.1145
21 H 0.1208
22 H 0.1509
23 H 0.1426
24 H 0.0874
25 H 0.0540
26 H 0.1326


ORCA calculation (ωB97M-V/def2-TZVPD) on a cluster of 2 separate species, C11H14N2O in total in a non-equilibrium geometry.

XYZ file:
```
28
Properties=species:S:1:pos:R:3
C -1.87730 1.53824 2.72382
C -1.12886 2.02871 1.48996
C -0.71355 1.12331 0.51970
C 0.30421 1.49367 -0.45042
C 0.74388 2.84960 -0.53598
O 1.54778 3.18473 -1.55721
C 0.33140 3.74592 0.45905
C -0.61206 3.35503 1.47359
H -1.13199 1.14809 3.51562
H -2.75545 0.73964 2.63489
H -2.61649 2.31544 3.10825
H -1.33691 0.25489 0.34296
H 0.66435 0.76043 -1.16459
H 2.27589 3.79954 -1.12932
H 0.52284 4.75732 0.53004
H -1.02828 4.08391 2.14353
C 1.57934 -3.76149 0.17882
C 0.76359 -3.14401 -0.74424
C 0.83680 -3.25267 -2.20335
N -0.25740 -2.63751 -2.74270
C -0.89257 -2.13417 -1.63417
N -0.42817 -2.48584 -0.44538
H 2.57264 -3.28917 0.30522
H 1.91928 -4.84420 0.14045
H 1.05293 -3.86891 1.20906
H 1.77374 -3.61289 -2.65198
H -0.36507 -2.53412 -3.71650
H -1.74457 -1.61349 -1.79908
```

* charge: 0
* 2S+1: 1
* frontier orbital gap: 0.3266 hartree

Charges in e, computed with Löwdin, in the same order as the atoms:
1 C -0.0959
2 C -0.3123
3 C -0.0397
4 C 0.0183
5 C -0.3699
6 O 0.0123
7 C -0.0168
8 C -0.0270
9 H 0.1005
10 H 0.1032
11 H 0.0739
12 H 0.0917
13 H 0.0973
14 H 0.1735
15 H 0.0756
16 H 0.0969
17 C -0.1179
18 C -0.3816
19 C -0.0624
20 N 0.0656
21 C -0.2180
22 N 0.1133
23 H 0.0827
24 H 0.0941
25 H 0.1143
26 H 0.1146
27 H 0.1342
28 H 0.0795


ORCA calculation (ωB97M-V/def2-TZVPD) on a cluster of 2 separate species, C11H14N2O in total in a non-equilibrium geometry.

XYZ file:
```
28
Properties=species:S:1:pos:R:3
C -1.13791 2.40516 -0.27208
C 0.03660 1.63028 0.20961
C 1.32025 2.02845 0.10780
N 2.13384 1.04933 0.78461
C 1.32870 -0.06550 1.10085
C 1.48199 -1.15967 1.92271
C 0.33113 -1.74779 2.51456
C -0.95039 -1.25001 2.37127
C -1.15948 -0.16726 1.48872
C -0.04591 0.38744 0.94496
H -1.85502 2.07330 -1.01934
H -0.78036 3.37756 -0.59587
H -1.83252 2.60595 0.58334
H 1.90776 2.87048 -0.19747
H 3.12598 1.02269 0.58951
H 2.50806 -1.46254 2.27709
H 0.49113 -2.75721 2.91348
H -1.76049 -1.82899 2.81289
H -2.20005 0.02280 1.23372
C -0.43196 -0.28992 -3.06049
C 0.18925 -1.11057 -1.96331
N -0.54308 -2.03075 -1.28203
O 1.35278 -0.89782 -1.67532
H -0.64101 0.67480 -2.52396
H -1.44259 -0.52372 -3.30013
H 0.17125 0.00865 -3.91593
H -0.07513 -2.59148 -0.58952
H -1.52281 -2.27367 -1.45966
```

* charge: 0
* 2S+1: 1
* frontier orbital gap: 0.3138 hartree

Charges in e, computed with Löwdin, in the same order as the atoms:
1 C -0.0661
2 C -0.2637
3 C -0.0199
4 N 0.0742
5 C -0.2074
6 C -0.0394
7 C -0.1192
8 C -0.1054
9 C -0.0456
10 C -0.1685
11 H 0.0650
12 H 0.0723
13 H 0.0899
14 H 0.1166
15 H 0.1390
16 H 0.1213
17 H 0.0983
18 H 0.0963
19 H 0.1142
20 C 0.0007
21 C -0.5961
22 N 0.1699
23 O 0.0281
24 H 0.0796
25 H 0.0572
26 H 0.0890
27 H 0.1041
28 H 0.1156


ORCA calculation (ωB97M-V/def2-TZVPD) on an isolated molecule of C11H14N2O2 in a non-equilibrium geometry.

XYZ file:
```
29
Properties=species:S:1:pos:R:3
C 0.37756 -0.07574 2.56202
O 0.39615 -1.35346 1.84300
C -0.90404 -1.57530 1.27524
C -1.63749 -2.72510 1.59047
C -2.82056 -2.93194 0.84745
C -3.21763 -2.17931 -0.17762
C -2.34178 -1.27731 -0.70371
C -1.20149 -0.93164 0.07890
O -0.63248 0.12312 -0.37223
C 0.60219 -0.28985 -1.07287
C 1.41736 0.91005 -1.23520
N 2.22293 0.96633 -2.15452
C 2.89064 2.31548 -1.96979
C 1.94272 3.20996 -0.94304
N 1.18473 2.03441 -0.40772
H 0.24710 0.82165 1.84444
H -0.49193 -0.01651 3.38258
H 1.23697 -0.14299 3.31817
H -1.40790 -3.39295 2.42425
H -3.66615 -3.56819 1.09124
H -4.13045 -2.42196 -0.73835
H -2.54761 -0.55766 -1.50068
H 0.49679 -0.79224 -2.06267
H 1.13228 -1.04475 -0.28668
H 3.90828 2.32581 -1.61751
H 2.74822 2.67602 -3.05303
H 2.72562 3.69557 -0.30430
H 1.19894 3.95782 -1.44272
H 0.27100 2.24068 -0.21513
```

* charge: 0
* 2S+1: 1
* frontier orbital gap: 0.3533 hartree

Charges in e, computed with Löwdin, in the same order as the atoms:
1 C -0.0802
2 O -0.1440
3 C -0.1993
4 C 0.0302
5 C -0.1151
6 C -0.1301
7 C 0.0190
8 C -0.3374
9 O -0.0545
10 C -0.0423
11 C -0.4358
12 N 0.0931
13 C -0.1396
14 C -0.1185
15 N 0.0437
16 H 0.0939
17 H 0.1165
18 H 0.0997
19 H 0.1210
20 H 0.1061
21 H 0.1181
22 H 0.1300
23 H 0.1487
24 H 0.1870
25 H 0.0827
26 H 0.1125
27 H 0.0970
28 H 0.1275
29 H 0.0698


ORCA calculation (ωB97M-V/def2-TZVPD) on the ion C11H14N3O with charge +1 in a non-equilibrium geometry.

XYZ file:
```
29
Properties=species:S:1:pos:R:3
C 2.29340 1.08196 1.50117
N 2.44460 0.64971 0.12236
C 2.84198 -0.77925 0.07165
C 2.02563 -1.80762 0.30736
C 0.54201 -1.73509 0.53856
O -0.12580 -2.63880 0.99754
N 0.10092 -0.47725 0.16220
C -1.28356 -0.13429 0.23165
C -1.86595 1.06419 0.66480
C -3.19165 1.25920 0.43435
C -4.03746 0.28736 -0.08211
C -3.44978 -0.86582 -0.59176
C -2.09440 -1.04463 -0.46331
C 1.14117 0.75949 -0.68300
N 1.38756 0.26006 -1.97122
H 3.22179 1.31553 1.82335
H 1.89052 2.14658 1.42790
H 1.71450 0.48808 2.24026
H 3.01739 1.05906 -0.54703
H 3.82708 -0.83976 -0.15728
H 2.29517 -2.77593 0.33932
H -1.34241 1.82033 1.02979
H -3.48861 2.19550 0.75673
H -5.01032 0.36170 -0.35783
H -4.04866 -1.63346 -1.13123
H -1.70132 -1.92741 -0.94145
H 0.55375 1.63500 -0.69501
H 1.07942 -0.63889 -2.29852
H 1.26305 0.91443 -2.72921
```

* charge: +1
* 2S+1: 1
* frontier orbital gap: 0.2976 hartree

Charges in e, computed with Löwdin, in the same order as the atoms:
1 C 0.0244
2 N -0.0648
3 C 0.0031
4 C 0.0930
5 C -0.4521
6 O 0.1267
7 N 0.1050
8 C -0.2098
9 C -0.0242
10 C -0.0606
11 C -0.0342
12 C -0.0545
13 C -0.0279
14 C -0.0968
15 N 0.1064
16 H 0.0670
17 H 0.1406
18 H 0.1453
19 H 0.1557
20 H 0.1053
21 H 0.0985
22 H 0.0642
23 H 0.0930
24 H 0.0790
25 H 0.1315
26 H 0.1162
27 H 0.1428
28 H 0.1167
29 H 0.1104


ORCA calculation (ωB97M-V/def2-TZVPD) on a structure of composition C11H14N4O2SV in a non-equilibrium geometry.

XYZ file:
```
33
Properties=species:S:1:pos:R:3
V -0.26890 1.34110 1.14077
C -0.24083 -4.46591 0.32928
C 0.01197 -3.98597 1.75553
N -0.75372 -2.80485 2.09258
C -0.62223 -1.64006 1.49566
S -1.53752 -0.22886 2.12869
N 0.16616 -1.42656 0.47960
N 0.21479 -0.16546 0.07639
C 0.82371 0.12818 -1.05506
C 1.56616 -0.86125 -1.86432
C 0.62261 1.51091 -1.44966
C 1.09633 2.09989 -2.62411
C 0.87647 3.45506 -2.82800
C 0.17572 4.18111 -1.86893
C -0.32237 3.51821 -0.75636
N -0.10162 2.22274 -0.55013
H 0.34173 -5.36303 0.14051
H 0.04511 -3.70996 -0.39598
H -1.29213 -4.70502 0.19406
H 1.07764 -3.75536 1.86033
H -0.24659 -4.76413 2.47091
H -1.44695 -2.88835 2.82923
H 1.66573 -1.79607 -1.31688
H 2.55679 -0.49795 -2.13897
H 1.02901 -1.06411 -2.79622
H 1.62014 1.50424 -3.35665
H 1.23908 3.93602 -3.72271
H 0.00995 5.24272 -1.97773
H -0.90783 4.04613 -0.00792
O -2.33695 1.90087 3.66950
C -1.89355 2.76062 2.96997
O -0.99906 2.44464 2.05875
H -2.16888 3.83045 3.01784
```

* charge: +2
* 2S+1: 2
* frontier orbital gap (alpha / beta): 0.2162 / 0.2310 hartree

Charges in e, computed with Löwdin, in the same order as the atoms:
1 V 1.0441
2 C -0.0660
3 C -0.1976
4 N 0.0420
5 C -0.6391
6 S 0.9524
7 N 0.0272
8 N -0.1644
9 C -0.1774
10 C 0.0342
11 C -0.1730
12 C 0.0706
13 C 0.0413
14 C 0.0318
15 C -0.0420
16 N -0.0357
17 H 0.0893
18 H 0.0486
19 H 0.0863
20 H 0.1303
21 H 0.1331
22 H 0.1593
23 H 0.0871
24 H 0.1150
25 H 0.1275
26 H 0.1398
27 H 0.1418
28 H 0.1384
29 H 0.1379
30 O 0.0947
31 C -0.3419
32 O -0.2150
33 H 0.1794


ORCA calculation (ωB97M-V/def2-TZVPD) on a structure of composition C11H14N5PdS2 in a non-equilibrium geometry.

XYZ file:
```
33
Properties=species:S:1:pos:R:3
Pd -0.35191 -0.30463 -1.61585
C -5.12806 -0.31850 -4.03090
S -4.20167 1.22592 -3.81103
C -2.96212 0.59615 -2.71710
S -1.47316 0.14373 -3.47638
N -3.21487 0.47382 -1.45781
N -2.11283 -0.08967 -0.80887
C -2.11010 -0.04621 0.47013
C -1.00118 -0.69087 1.19350
C -0.90523 -0.69304 2.57096
C 0.15585 -1.38169 3.14642
C 1.05647 -2.04605 2.33041
C 0.88999 -1.98068 0.95317
N -0.11120 -1.30748 0.39728
H -5.97576 -0.05501 -4.66102
H -5.49382 -0.68940 -3.07706
H -4.52516 -1.06778 -4.53748
H -2.92822 0.44517 0.98551
H -1.64707 -0.18758 3.17404
H 0.26673 -1.40788 4.22208
H 1.87230 -2.62094 2.74520
H 1.56701 -2.48726 0.27697
C 4.49437 0.44834 0.61333
N 3.29469 1.27573 0.46933
C 3.08219 2.37462 1.41364
C 2.38304 0.97671 -0.42048
N 1.59684 0.72630 -1.23243
H 5.38026 1.07128 0.49660
H 4.49956 -0.32166 -0.15277
H 4.50830 -0.01811 1.59909
H 3.92730 3.06000 1.36498
H 2.99132 1.98491 2.42829
H 2.17613 2.91174 1.14824
```

* charge: +1
* 2S+1: 1
* frontier orbital gap: 0.2620 hartree

Charges in e, computed with Löwdin, in the same order as the atoms:
1 Pd 0.6584
2 C -0.3738
3 S 0.8295
4 C -1.0918
5 S 0.6356
6 N -0.0188
7 N -0.1746
8 C -0.0253
9 C -0.2561
10 C 0.0084
11 C -0.0247
12 C -0.0292
13 C -0.1023
14 N 0.0167
15 H 0.0391
16 H 0.0410
17 H 0.0409
18 H 0.1462
19 H 0.1274
20 H 0.1225
21 H 0.1172
22 H 0.1241
23 C -0.0173
24 N -0.1891
25 C -0.0162
26 C -0.2639
27 N 0.1018
28 H 0.0976
29 H 0.0968
30 H 0.0921
31 H 0.0978
32 H 0.0927
33 H 0.0973


ORCA calculation (ωB97M-V/def2-TZVPD) on the ion C11H14NO2 with charge +1 in a non-equilibrium geometry.

XYZ file:
```
28
Properties=species:S:1:pos:R:3
C -1.56080 -0.11531 1.75369
C -2.84856 0.25299 1.56341
C -1.07239 -0.30783 0.41597
C -2.11048 -0.11088 -0.46463
C 1.05846 -1.69207 0.24930
C -1.81466 -0.23678 -1.93639
C 2.24938 -0.99564 0.95278
C -0.31912 -0.90121 -1.80874
C 1.90872 0.50385 1.05417
C 0.04626 -0.69889 -0.37857
C 0.78266 2.15243 -0.37438
N 1.37991 0.80926 -0.30113
O 1.03499 -2.86484 -0.04823
O -3.18486 0.20725 0.23154
H -1.04081 -0.42396 2.59738
H -3.52656 0.24747 2.38750
H -2.53418 -1.07582 -2.34373
H -2.00992 0.58507 -2.52911
H 2.50486 -1.24038 1.94565
H 3.04836 -1.28567 0.37049
H -0.20677 -1.95089 -1.88270
H 0.30195 -0.46191 -2.47774
H 1.27293 0.83379 1.85254
H 2.94114 0.98207 1.31312
H 1.63112 2.83780 -0.23975
H 0.28819 2.41447 -1.22829
H -0.01516 2.12825 0.44709
H 1.79531 0.40738 -1.12125
```

* charge: +1
* 2S+1: 1
* frontier orbital gap: 0.3299 hartree

Charges in e, computed with Löwdin, in the same order as the atoms:
1 C 0.0400
2 C -0.0335
3 C -0.1445
4 C -0.1932
5 C -0.2687
6 C 0.0275
7 C -0.0483
8 C -0.0239
9 C -0.1388
10 C -0.0997
11 C -0.0084
12 N -0.0669
13 O 0.1523
14 O 0.1216
15 H 0.1066
16 H 0.1368
17 H 0.1729
18 H 0.0910
19 H 0.1193
20 H 0.1098
21 H 0.1238
22 H 0.0916
23 H 0.1175
24 H 0.1670
25 H 0.1136
26 H 0.0596
27 H 0.1274
28 H 0.1478